(1)
The following is a quantum chemistry calculation of a cluster of 3 separate species, C4H14NO2 in total at a distorted geometry, from the OMol25 dataset.

Values from the calculation:
gap between HOMO and LUMO	0.406	hartree
charge	+1
multiplicity	1
largest force on an atom	1.89	eV/A
ΔE to the lowest compared entry with this formula, charge and spin	163.04	kJ/mol
HOMO level	-14.12	eV
LUMO	-3.07	eV

Last column: Mulliken charge in e.
Element x y z (Å)
O 2.69205 1.17388 2.11947  -0.62
O -0.67853 2.55353 1.46500  -0.61
N 0.15517 0.41006 -0.01522  -0.14
C 0.27538 -2.44168 -1.02231  -1.03
C -1.73065 0.40533 -1.52195  -0.95
C -0.98546 -0.26376 -0.65945  0.55
C -1.00730 -1.74265 -0.46494  -0.68
H -2.29450 -0.03705 -2.33173  0.30
H 0.54992 -0.20917 0.70170  0.36
H -1.65427 1.48899 -1.54149  0.26
H -0.32235 3.45010 1.46551  0.30
H 3.01582 2.06792 1.95712  0.32
H -1.76088 -2.22912 -1.07236  0.32
H 3.51638 0.68368 2.23149  0.32
H 1.07615 -1.75599 -1.35112  0.31
H 0.99260 0.47620 -0.59106  0.38
H -1.39758 2.59114 2.10640  0.27
H -0.14203 1.35881 0.27394  0.31
H 0.11741 -2.85499 -2.01759  0.36
H 0.68556 -3.15524 -0.32099  0.29
H -1.10288 -1.96997 0.58958  0.37

=====

(2)
The following is a quantum chemistry calculation of a cluster of 3 separate species, C16H40N2O7P in total, from the OMol25 dataset.

Values from the calculation:
gap between HOMO and LUMO	0.294	hartree
charge	+1
multiplicity	1
largest force on an atom	0.27	eV/A
HOMO level	-11.17	eV
LUMO	-3.17	eV

Last column: Mulliken charge in e.
Element x y z (Å)
P 2.84482 0.96198 -0.78601  0.27
O -0.21451 -1.98247 -4.94274  -0.40
O -2.99939 -2.58533 -3.86507  -0.34
O -1.15484 -3.92902 -7.08429  -0.27
O 1.21017 0.66091 6.97388  -0.25
O -0.10880 1.55691 0.87079  -0.32
O 1.86598 2.21131 4.43690  -0.39
O -0.47239 3.82716 5.61496  -0.26
N 3.90817 0.61883 0.26110  -0.68
N 0.28231 0.11734 -1.58639  -0.08
C -3.58853 -2.62733 -2.58820  -0.72
C -0.90784 5.16698 5.67074  -0.79
C 0.66470 0.37149 0.89294  -1.01
C -0.97876 -4.18111 -8.46395  -0.77
C 0.46333 2.06173 4.28564  0.50
C -0.14413 -3.40940 -4.98133  -0.44
C 0.06082 -3.96468 -6.37226  -0.66
C -0.29893 3.36928 4.29489  -0.69
C 1.26627 -0.64842 7.49190  -0.77
C 2.47510 1.12381 6.55174  -0.59
C -2.41822 -1.34538 -4.15798  0.58
C -1.08394 0.51185 -1.08718  -0.65
C -0.90720 1.77314 -0.27670  -0.58
C 2.33008 2.40832 5.76840  -0.47
C -1.46427 -1.42156 -5.32673  -0.64
C 1.28975 0.00635 -0.45496  0.03
H -4.37925 -1.87558 -2.48129  0.34
H -3.19606 -0.59159 -4.35040  0.64
H -1.27832 3.20882 3.81708  0.39
H 3.32068 2.85471 5.67014  0.38
H 0.82948 -3.37882 -6.89374  0.35
H 0.24877 4.11333 3.69947  0.35
H 0.72634 -3.67454 -4.37940  0.38
H -0.43811 2.53716 -0.91408  0.29
H 0.34001 1.62448 3.29466  -0.41
H 1.60089 -1.03926 -0.40608  0.36
H 3.12166 1.31368 7.42034  0.44
H -1.03677 -3.85245 -4.53464  0.29
H 0.25991 -0.92173 7.80085  0.23
H -1.87294 2.16834 0.03709  0.44
H -4.02137 -3.61529 -2.45620  0.27
H -1.47403 -0.31989 -0.50459  0.35
H -0.17938 5.84098 5.20588  0.33
H 1.49008 0.54205 1.58722  0.59
H 0.23881 -0.75256 -2.12495  0.25
H -1.91128 -1.95594 -6.16537  0.24
H 0.42621 -4.99764 -6.28567  0.44
H 1.93225 -0.70836 8.36022  0.31
H 4.31280 1.34227 0.83615  0.28
H -1.96086 -4.14457 -8.92841  0.24
H -1.71097 0.67722 -1.96075  0.49
H -1.87245 5.29619 5.16552  0.31
H 0.07895 -0.46553 1.28544  0.30
H -1.81704 -0.98894 -3.30026  -0.83
H -0.54030 -5.17002 -8.63482  0.31
H 0.04993 1.38266 5.03465  0.28
H -1.02176 5.42906 6.71971  0.24
H 3.05690 0.54510 -2.12090  0.08
H 0.57436 0.83956 -2.25157  0.46
H -1.24537 -0.39788 -5.63945  0.45
H -2.83824 -2.46104 -1.80136  0.21
H 2.96686 0.36523 5.92694  0.33
H -0.32966 -3.42819 -8.92372  0.32
H 2.32634 2.26418 -0.98719  0.10
H 1.62141 -1.36045 6.73733  0.31
H 1.68173 3.10252 6.30611  0.26

=====

(3)
The following is a quantum chemistry calculation of a structure of composition C48H54MoN6P2S7Se at a distorted geometry, from the OMol25 dataset.

Values from the calculation:
gap between HOMO and LUMO (alpha / beta)	0.194 / 0.185	hartree
charge	-2
multiplicity	1
largest force on an atom	3.71	eV/A
HOMO level (alpha / beta)	-1.47 / -1.22	eV
LUMO (alpha / beta)	3.80 / 3.80	eV

Last column: Mulliken charge in e.
Element x y z (Å)
Mo 0.56438 0.08866 0.18234  -1.81
Se 0.55905 0.53257 -2.43269  0.12
S -3.88765 2.77179 -4.89440  -0.17
S -2.11229 0.29837 -0.19350  -0.29
S -2.18675 2.66893 -7.32182  -0.35
S -1.05610 3.35328 -4.64648  0.00
S 1.23251 -3.16888 2.79127  -0.41
S -1.23980 3.95853 -1.71952  -0.19
S -4.51213 3.28328 -2.00670  -0.10
P 0.18792 -1.59095 3.30655  1.14
P -1.98505 -0.58503 1.57856  2.15
N 0.23316 2.30373 0.61068  1.00
N 1.26448 2.81879 1.43578  0.76
N 0.82310 -1.77864 -0.30247  -0.25
N 2.81390 -1.25290 -3.03951  -0.79
N 2.07159 -3.65362 -1.25686  0.78
N 2.29830 0.46240 0.37242  0.53
C -2.96343 -4.54567 1.10469  -0.96
C -3.02707 1.68056 2.71923  -0.89
C 3.79589 -5.05827 -0.33940  -0.57
C -0.32677 -0.46772 2.05059  0.71
C -2.36062 2.91097 -5.70160  0.09
C -1.53146 -3.43296 4.50373  -0.43
C 3.25981 2.56827 -1.34960  -1.21
C 1.94601 -0.53694 -2.76808  0.39
C -3.02600 -2.96142 6.31940  -0.76
C 5.17556 2.69941 0.23502  -0.61
C -2.47532 -3.85952 5.41334  -0.82
C 1.15682 4.20086 1.89987  1.65
C 1.30128 -2.68236 -0.87601  -0.38
C -3.91711 -0.32196 3.69861  -0.23
C 1.80292 -4.51508 -2.38330  -0.88
C 1.50482 1.56785 5.54663  -1.13
C -2.22284 -3.39974 1.33823  -0.25
C -4.61613 0.45137 4.60696  -0.60
C -3.11318 0.29101 2.74067  0.40
C 5.90039 2.25949 1.33491  -0.87
C 3.99542 2.09135 -0.14147  1.17
C -3.72024 2.45131 3.62871  -0.80
C 2.05106 -1.13996 5.34135  -1.34
C -0.11734 4.46808 2.72297  -1.46
C 1.13730 -0.55131 4.47716  0.64
C 5.44803 1.15352 2.03754  -0.63
C 3.82849 -0.71925 2.41839  -0.81
C -1.99281 3.46783 -3.12374  0.03
C 2.10927 -5.95423 -1.96715  -0.62
C 3.45797 -3.65293 -0.82260  -0.02
C -2.62190 -1.63368 6.30053  -0.58
C -1.14546 -2.09357 4.45604  1.37
C 4.28363 0.50244 1.68885  0.78
C -4.95699 -3.22303 0.84118  -0.78
C -4.32805 -4.45920 0.87573  -0.60
C -4.98854 1.53009 -1.86030  -0.61
C 1.20746 5.13679 0.69091  -1.58
C -4.51209 1.83186 4.58517  -0.77
C 3.48155 0.98914 0.61117  -0.14
C 2.70980 -0.37374 6.28132  -0.59
C -4.22569 -2.07765 1.07319  -0.75
C 2.43762 0.98317 6.38882  -0.86
C 3.54981 -6.05925 -1.46658  -0.74
C -2.86467 -2.17059 1.35840  0.54
C -1.69454 -1.19838 5.37606  -0.33
C 0.85877 0.80648 4.59365  -0.13
C -3.31173 3.16946 -3.27409  -0.27
C 2.40427 4.42039 2.76112  -1.61
H -2.43804 2.15022 1.93947  0.04
H -5.70950 1.46975 -1.05073  0.25
H 3.45723 1.90047 -2.19425  0.31
H 2.95307 1.58811 7.12268  0.37
H 3.74904 -7.07475 -1.11524  0.35
H 2.18548 2.55795 -1.16774  -0.05
H 2.37414 3.79522 3.65111  0.23
H -1.00320 4.45170 2.09056  0.28
H 2.73672 -0.72444 2.46463  -0.73
H 2.44504 -4.21956 -3.22428  0.37
H -5.43397 1.20731 -2.79758  0.44
H 6.02903 0.78718 2.87574  0.41
H 4.23499 -5.84515 -2.29139  0.32
H -4.00860 -1.39887 3.72097  0.30
H 2.25312 -2.19892 5.24298  0.37
H 4.23764 -0.76615 3.42445  0.41
H 1.29442 6.17278 1.01251  0.52
H 5.53696 3.54370 -0.34517  0.38
H 0.24321 2.82329 -0.28242  -0.57
H 0.76201 -4.40445 -2.69204  0.42
H -0.70976 2.49452 0.99219  -0.23
H -4.10449 0.94466 -1.62710  0.10
H -6.01630 -3.15683 0.62867  0.41
H -4.90491 -5.35908 0.71065  0.38
H 6.81479 2.75762 1.62973  0.34
H 1.27664 2.62155 5.64389  0.46
H 2.07290 4.88484 0.08630  0.19
H 3.57181 -2.91820 -0.02526  -0.42
H 2.48002 5.46338 3.06041  0.45
H -2.47605 -5.51130 1.10022  0.46
H -0.06724 5.45474 3.17953  0.52
H -4.68582 -1.09802 1.02524  0.43
H 3.15610 -5.29172 0.51355  0.20
H 0.12752 1.25029 3.92622  0.56
H -5.05411 2.42761 5.30594  0.37
H 1.42588 -6.24484 -1.16643  0.28
H -1.38498 -0.16226 5.36879  0.20
H -0.23654 3.72354 3.51162  0.11
H 4.09791 -3.35673 -1.66443  0.41
H -3.03883 -0.93197 7.01231  0.45
H 3.56826 3.57653 -1.61882  0.38
H 3.44656 -0.83163 6.92823  0.39
H 4.83576 -5.09852 -0.01116  0.42
H 0.31522 5.04809 0.07652  0.20
H -1.15314 -3.44426 1.50872  0.64
H 1.38201 2.18446 2.22612  -0.46
H 3.28473 4.14571 2.18455  0.26
H -2.78201 -4.89804 5.43256  0.41
H -1.06469 -4.13950 3.83153  0.39
H 1.95082 -6.62262 -2.81597  0.39
H 4.12429 -1.62737 1.88625  0.29
H -5.24411 -0.02985 5.34564  0.47
H -3.65093 3.52977 3.59375  0.48
H -3.75789 -3.29480 7.04329  0.37

=====

(4)
The following is a quantum chemistry calculation of the ion C5H6N with charge +1 at a distorted geometry, from the OMol25 dataset.

Values from the calculation:
gap between HOMO and LUMO	0.312	hartree
charge	+1
multiplicity	1
largest force on an atom	3.45	eV/A
ΔE to the lowest compared entry with this formula, charge and spin	597.53	kJ/mol
HOMO level	-15.01	eV
LUMO	-6.52	eV

Last column: Mulliken charge in e.
Element x y z (Å)
N 0.74891 0.90155 0.40390  -0.19
C 1.70273 -0.01573 -0.02040  -0.34
C 0.97023 -1.09114 -0.05348  0.36
C -0.43892 -1.37705 -0.00252  -0.62
C -0.63305 0.05341 0.52395  -0.14
C -0.44786 1.17114 -0.36703  -0.30
H -1.04305 1.91270 0.17934  0.23
H -1.17210 0.27044 1.36090  0.48
H -0.55214 1.31009 -1.38828  0.39
H -0.80429 -2.06601 0.63452  0.40
H 2.61091 0.33553 -0.35690  0.45
H -0.94137 -1.40493 -0.91399  0.28

=====

(5)
The following is a quantum chemistry calculation of an isolated molecule of C5H7ClO2 at a distorted geometry, from the OMol25 dataset.

Values from the calculation:
gap between HOMO and LUMO	0.403	hartree
charge	0
structure (SMILES)	O[C@@H]1C[C@H](Cl)[C@H]2O[C@H]21
multiplicity	1
largest force on an atom	2.10	eV/A
ΔE to the lowest compared entry with this formula, charge and spin	104.66	kJ/mol
HOMO level	-10.15	eV
LUMO	0.82	eV

Last column: Mulliken charge in e.
Element x y z (Å)
Cl 2.43028 -0.08336 -0.49215  -0.22
O -1.19016 -1.55579 -0.08679  -0.46
O -0.24880 1.80816 -0.80965  -0.54
C 1.07124 -0.81546 0.33424  0.11
C 0.07143 -1.30459 -0.69319  -0.35
C -0.72565 0.85366 0.06949  0.11
C 0.30438 0.32943 1.07976  -1.09
C -1.06452 -0.32934 -0.81134  -0.21
H 0.89893 1.15724 1.45947  0.48
H 1.51801 -1.57167 1.01957  0.39
H -1.67983 1.20149 0.54747  0.28
H -0.25260 -0.06539 1.94244  0.29
H -1.70813 -0.23387 -1.69415  0.48
H 0.39276 -1.92682 -1.56133  0.40
H 0.18265 2.53632 -0.30383  0.34

=====

(6)
The following is a quantum chemistry calculation of a cluster of 5 separate species, C10H30O5 in total at a distorted geometry, from the OMol25 dataset.

Values from the calculation:
gap between HOMO and LUMO (alpha / beta)	0.353 / 0.104	hartree
charge	+1
multiplicity	2
expectation value of S²	0.754
largest force on an atom	3.49	eV/A
ΔE to the lowest compared entry with this formula, charge and spin	178.12	kJ/mol
HOMO level (alpha / beta)	-12.51 / -12.51	eV
LUMO (alpha / beta)	-2.91 / -9.67	eV

Last column: Mulliken charge in e.
Element x y z (Å)
O 2.68509 -2.88567 -0.69227  -0.60
O 1.88371 -0.37084 -0.07425  -0.09
O 1.41068 -3.41285 -3.47431  -0.50
O -0.07094 5.00686 -0.00439  -0.56
O -2.99645 0.28299 3.96883  -0.55
C 0.54512 -0.59157 0.11425  -0.06
C -0.89511 5.53915 2.24963  -0.98
C -3.46189 0.81322 2.66173  0.12
C 2.61332 -3.26058 1.63367  -0.93
C 1.76579 -3.35731 -5.87054  -1.15
C 2.01535 -3.65720 0.31011  -0.43
C -0.09715 0.78565 0.01845  -1.45
C 1.35979 -2.54733 -4.57910  -0.10
C -1.10059 4.74301 0.94450  0.19
C -4.00592 2.25010 2.64872  -0.74
H 0.14846 -1.27368 -0.63773  0.37
H 0.35641 1.49913 0.70644  0.40
H -1.47121 5.09241 3.05996  0.32
H -0.26389 5.89684 -0.30820  0.32
H 0.36318 -2.13198 -4.72859  0.24
H -4.59273 2.31756 3.56480  0.31
H -1.07496 3.68222 1.19388  -0.25
H 2.23745 -2.27261 1.89962  0.25
H 2.34018 -4.68721 0.16293  0.40
H -4.71557 2.43362 1.84198  0.33
H -1.17583 0.68675 0.13996  0.34
H 0.98736 -3.99952 -6.28251  0.31
H 1.91874 -1.64373 -4.33584  0.30
H -3.10390 -0.66429 3.85604  0.30
H -2.54209 0.83154 2.07715  -0.21
H 2.20311 -2.77298 -6.68010  0.33
H 2.48370 -4.16607 -5.73410  0.33
H 2.25905 -1.20761 -0.35804  0.58
H -1.96689 5.00554 0.33730  0.38
H -3.10824 2.86705 2.60819  0.01
H -1.35513 6.48790 1.97330  0.28
H 3.70313 -3.26444 1.61340  0.37
H -0.05494 1.29365 -0.94501  0.42
H 0.93047 -3.57013 0.25047  0.28
H -4.21330 0.08247 2.36257  0.44
H 3.58383 -3.21320 -0.61105  0.32
H 0.18729 5.56080 2.37627  0.31
H 0.40576 -1.18386 1.01862  0.43
H 1.62341 -3.02071 -2.62427  0.27
H 2.25643 -4.00293 2.34756  0.34